1.
Formula: C4H11PS2
Source: OMol25
Level of theory: ωB97M-V with the def2-TZVPD basis set

Computed properties:
SMILES ... CSP(C)S.C=C
Spin multiplicity ... 1

Element x y z (Å)
S  -1.265  1.373  -0.940
S  -1.003  -1.599  0.575
P  0.158  -0.092  -0.367
C  -2.256  -2.088  -0.660
C  0.393  -0.833  -2.048
C  1.898  2.420  2.094
C  1.812  1.116  2.263
H  -0.556  -1.062  -2.532
H  -3.079  -2.513  -0.096
H  1.098  0.660  2.928
H  0.941  -0.114  -2.654
H  -2.598  -1.212  -1.205
H  1.261  3.117  2.614
H  2.621  2.846  1.421
H  -1.839  -2.834  -1.329
H  0.987  -1.740  -1.938
H  2.466  0.439  1.740
H  -1.041  2.117  0.133


2.
Formula: C6H12O
Source: OMol25
Level of theory: ωB97M-V with the def2-TZVPD basis set

Computed properties:
SMILES ... CCC/C=C/CO
Spin multiplicity ... 1

Element x y z (Å)
O  -1.717  -0.888  -2.275
C  -0.022  0.473  1.070
C  -0.085  0.798  -0.418
C  2.234  -0.763  1.597
C  0.715  -0.819  1.398
C  -1.525  0.544  -2.386
C  -1.211  1.139  -1.057
H  2.390  -0.137  2.480
H  -1.928  1.727  -0.494
H  2.612  -1.760  1.777
H  0.356  1.273  1.711
H  -1.079  0.299  1.268
H  -2.395  0.963  -2.900
H  0.486  -1.489  0.565
H  0.333  -1.243  2.328
H  -0.716  0.626  -3.119
H  2.784  -0.245  0.813
H  0.789  0.506  -0.992
H  -2.019  -1.005  -1.368


3.
Formula: CH2N2O3S
Source: OMol25
Level of theory: ωB97M-V with the def2-TZVPD basis set

Computed properties:
SMILES ... [H]/N=N/[C@H]1OS1(=O)=O
Spin multiplicity ... 1

Element x y z (Å)
S  2.693  0.102  0.102
O  2.204  -0.370  -1.298
O  3.057  1.487  0.111
O  3.610  -0.828  0.716
N  -0.017  0.231  -0.636
N  -0.639  0.827  0.259
C  1.177  -0.561  -0.314
H  -1.217  1.680  -0.214
H  1.133  -1.560  -0.063


4.
Formula: C41H78NO14RbS5
Source: OMol25
Level of theory: ωB97M-V with the def2-TZVPD basis set

Computed properties:
Spin multiplicity ... 1

Element x y z (Å)
Rb  3.077  0.074  2.906
S  2.562  -4.475  -3.334
S  3.811  -3.937  2.965
S  4.486  5.993  -2.446
S  -3.473  5.957  0.146
S  -3.980  -1.842  -4.880
O  5.438  6.387  -1.341
O  3.411  4.897  1.617
O  3.766  3.006  2.704
O  -4.869  6.523  0.154
O  -1.422  -6.685  0.395
O  -1.347  -3.465  6.138
O  -0.076  3.759  -5.571
O  0.313  0.299  1.949
O  4.224  -2.514  2.665
O  2.734  -4.695  -4.816
O  0.726  -6.242  0.119
O  -0.038  4.471  -3.462
O  -3.246  -2.925  -5.633
O  -0.588  -3.894  8.178
N  0.763  0.088  0.619
C  -2.880  6.185  -1.573
C  -0.557  2.629  -6.323
C  4.024  4.170  2.552
C  -3.119  -1.623  -3.293
C  -3.667  4.146  0.182
C  3.611  7.516  -2.917
C  0.277  -1.214  0.109
C  -6.648  1.237  1.275
C  -5.835  1.069  0.149
C  -0.448  3.700  -4.284
C  -5.555  -2.496  -4.224
C  4.235  6.395  3.167
C  0.642  -0.219  -2.276
C  1.032  -2.337  0.857
C  -3.873  0.891  1.562
C  0.586  -2.645  5.084
C  -4.674  1.074  2.679
C  1.465  2.377  0.363
C  1.206  1.020  -1.650
C  0.794  -1.397  -1.321
C  -1.380  2.523  -4.065
C  3.347  -5.845  -2.422
C  -0.376  -3.425  7.109
C  3.865  6.288  1.705
C  5.192  -4.883  3.685
C  -0.436  -5.487  2.122
C  -1.256  -1.415  0.166
C  0.603  1.284  -0.260
C  0.852  -5.015  -2.986
C  -2.478  -6.557  1.371
C  -4.465  0.896  0.304
C  3.033  5.211  -1.667
C  -1.341  1.748  -5.357
C  -0.837  1.778  -0.389
C  -0.270  -6.151  0.792
C  0.840  -2.655  6.600
C  -6.027  1.350  2.501
C  3.776  -4.813  1.405
C  -1.926  -5.597  2.456
C  4.905  5.068  3.395
C  -0.912  -2.822  4.960
H  3.050  6.924  1.365
H  1.043  1.888  -2.303
H  -1.881  -0.538  0.303
H  0.024  -5.958  2.993
H  -3.150  -2.556  -2.727
H  -4.205  1.045  3.653
H  5.376  -4.605  4.721
H  1.206  -3.461  4.710
H  0.889  -1.705  4.631
H  1.541  3.279  -0.255
H  3.354  6.597  3.774
H  2.480  2.001  0.497
H  -1.862  5.842  -1.766
H  5.939  4.973  3.060
H  3.287  4.316  -1.104
H  1.856  -1.659  -1.390
H  -5.319  -3.523  -3.937
H  0.894  -1.693  7.105
H  3.002  -4.441  0.734
H  -4.406  3.772  -0.527
H  -1.358  -1.823  4.860
H  -3.474  -0.750  -2.744
H  2.104  -2.188  0.709
H  0.288  2.066  -6.717
H  -1.011  0.715  -5.271
H  -2.376  1.695  -5.703
H  1.249  -0.432  -3.162
H  -1.529  -2.007  1.047
H  -3.873  0.774  -0.596
H  -0.174  -4.437  2.232
H  4.311  8.268  -3.275
H  1.707  -3.260  6.856
H  -2.494  -4.670  2.388
H  3.569  -6.653  -3.124
H  -3.301  -6.177  0.771
H  3.143  7.957  -2.035
H  0.259  -4.573  -3.785
H  -2.691  3.839  -0.199
H  -3.967  3.927  1.200
H  2.627  5.950  -0.978
H  0.877  -6.093  -3.131
H  -5.812  -1.944  -3.322
H  -7.711  1.384  1.149
H  2.862  7.270  -3.668
H  2.301  1.029  -1.653
H  -0.893  2.737  -0.918
H  2.738  -6.218  -1.599
H  -6.689  1.449  3.356
H  3.678  -5.894  1.506
H  0.495  -4.677  -2.018
H  4.697  -4.687  0.823
H  4.869  4.766  4.441
H  -1.240  -3.291  4.031
H  -1.454  1.117  -1.002
H  -1.630  -1.956  -0.707
H  4.693  6.432  1.007
H  6.073  -4.902  3.049
H  -0.389  -0.066  -2.610
H  -2.700  -7.502  1.863
H  -3.510  5.512  -2.163
H  -2.362  2.948  -3.846
H  4.335  -5.578  -2.041
H  -2.047  -1.436  -3.387
H  -1.225  1.935  0.618
H  -2.844  0.606  1.733
H  -6.337  -2.468  -4.974
H  -2.145  -6.118  3.386
H  2.346  4.929  -2.467
H  4.924  7.227  3.336
H  4.806  -5.905  3.761
H  -3.043  7.220  -1.852
H  -1.185  2.905  -7.167
H  0.859  -2.402  1.933
H  1.058  2.732  1.311
H  0.391  -2.321  -1.757
H  -1.056  2.028  -3.151
H  0.809  -3.283  0.350
H  -6.258  1.051  -0.847


Across the entries above, HOMO-LUMO gap takes the values 0.3498; 0.3767; 0.3506; 0.1967 hartree, respectively.
Across the entries above, HOMO energy takes the values -8.8; -9.2; -10.3; -5.7 eV, respectively.